Entry one
A cluster of 3 separate species, C3H10N2O in total, computed with ωB97M-V/def2-TZVPD.

Calculated values
Lowest unoccupied orbital energy (spin up / spin down)   0.149 / 0.098 hartree
⟨S²⟩   0.759

ORCA input file:
```
! RIJCOSX wB97M-V def2-TZVPD def2/J DEFGRID3
* xyz -1 2
N -0.85 -0.13 -3.03
C -0.29 0.73 1.39
C -0.03 0.46 -0.09
O -0.77 1.31 -0.95
C 0.38 0.08 2.34
N 1.45 -1.98 1.20
H -0.16 0.30 -3.64
H -1.81 -0.10 -3.35
H -1.17 1.38 1.50
H 1.03 0.56 -0.30
H -0.43 -0.54 -0.26
H -0.85 0.79 -1.98
H 1.06 -1.13 1.83
H 0.72 0.52 3.28
H 2.38 -2.04 0.81
H 0.84 -2.56 0.65
*
```

Entry two
A cluster of 2 separate species, C3H10N2O in total, computed with ωB97M-V/def2-TZVPD.

Calculated values
Lowest unoccupied orbital energy (spin up / spin down)   0.143 / 0.140 hartree
⟨S²⟩   0.753

ORCA input file:
```
! RIJCOSX wB97M-V def2-TZVPD def2/J DEFGRID3
* xyz -1 2
C -0.18 2.21 -1.83
C -1.37 1.55 0.20
N -0.33 1.41 -0.66
H -1.14 2.52 -2.26
H 0.42 3.10 -1.66
H 0.30 1.61 -2.61
H -2.23 2.18 -0.03
H -1.55 0.78 0.94
H 0.18 0.48 -0.64
N 0.96 -0.98 -0.15
C 0.24 -1.61 1.15
O 0.69 -2.77 1.48
H 0.99 -1.83 -0.71
H 1.94 -0.83 0.09
H -0.82 -1.51 0.87
H 0.50 -0.79 1.88
*
```

Short version: entry two is the most stable of them.

Entry one
A structure of composition C5H6N2S, computed with ωB97M-V/def2-TZVPD.

Calculated values
Lowest unoccupied orbital energy   -0.021 hartree

ORCA input file:
```
! RIJCOSX wB97M-V def2-TZVPD def2/J DEFGRID3
* xyz 0 1
C -2.01 -0.38 -0.12
C -0.60 -0.99 0.07
C 1.43 0.66 -0.34
C 2.49 -0.63 -0.23
C -1.23 0.91 0.07
H -0.60 -1.07 1.30
H -0.24 -2.09 -0.18
H 1.63 0.96 0.79
H 1.89 1.45 -1.21
H -1.61 1.80 -0.41
H -0.95 1.40 1.18
N -0.03 0.11 -0.47
N 3.39 -1.35 -0.16
S -3.56 -0.77 -0.30
*
```

Entry two
The molecule C5H6N2S, computed with ωB97M-V/def2-TZVPD.

Calculated values
Lowest unoccupied orbital energy   -0.028 hartree

ORCA input file:
```
! RIJCOSX wB97M-V def2-TZVPD def2/J DEFGRID3
* xyz 0 1
C 1.02 -0.78 -2.11
C 0.20 -0.11 -0.94
C -0.91 -0.48 -0.26
C -1.33 0.06 1.14
C 1.01 0.97 -0.23
H 0.31 -1.55 -2.37
H -1.66 -1.17 -0.48
H -1.40 -1.00 1.75
H -2.27 0.83 1.35
H 0.16 0.32 2.98
H 1.59 1.70 -0.88
N 0.04 0.27 1.74
N 0.85 1.22 1.06
S 2.37 -0.29 -2.75
*
```

Entry three
A cluster of 2 separate species, C5H6N2S in total, computed with ωB97M-V/def2-TZVPD.

Calculated values
Lowest unoccupied orbital energy   0.033 hartree

ORCA input file:
```
! RIJCOSX wB97M-V def2-TZVPD def2/J DEFGRID3
* xyz 0 1
C -0.14 2.22 -0.97
C 0.43 0.49 0.24
C -0.44 1.06 1.10
C -4.05 -1.45 -0.40
C 1.03 -0.88 0.42
N 0.58 1.13 -0.96
N -3.20 -0.77 -0.10
S -0.91 2.65 0.52
H -0.07 2.83 -1.80
H -4.97 -2.07 -0.67
H -0.52 0.66 2.13
H 0.12 -1.47 0.18
H 1.83 -1.07 -0.35
H 1.36 -1.11 1.47
*
```

Short version: entry three is the most stable of them.

Entry one
The molecule C3H4BrF, computed with ωB97M-V/def2-TZVPD.

Calculated values
Lowest unoccupied orbital energy   0.002 hartree

ORCA input file:
```
! RIJCOSX wB97M-V def2-TZVPD def2/J DEFGRID3
* xyz 0 1
C 0.87 0.67 0.62
C -0.16 0.62 -0.21
C -0.78 -0.74 -0.24
F -0.08 -1.89 0.65
Br 0.22 1.79 -1.69
H 1.02 -0.12 1.38
H 1.57 1.45 0.47
H -0.80 -1.02 -1.24
H -1.86 -0.76 0.26
*
```

Entry two
The molecule C3H4BrF, computed with ωB97M-V/def2-TZVPD.

Calculated values
Lowest unoccupied orbital energy   0.019 hartree

ORCA input file:
```
! RIJCOSX wB97M-V def2-TZVPD def2/J DEFGRID3
* xyz 0 1
C -0.45 -0.49 -1.24
C 0.47 0.12 -0.47
C 0.27 0.26 1.16
F 1.28 1.14 -0.83
Br -1.62 0.16 1.77
H -0.39 -0.60 -2.37
H -1.06 -1.34 -0.98
H 0.82 -0.50 1.55
H 0.67 1.25 1.41
*
```

Short version: entry two is the most stable of them.

Entry one
A cluster of 4 separate species, C4H14NO3 in total, computed with ωB97M-V/def2-TZVPD.

Calculated values
Lowest unoccupied orbital energy   -0.144 hartree

ORCA input file:
```
! RIJCOSX wB97M-V def2-TZVPD def2/J DEFGRID3
* xyz 1 1
C 1.21 -1.89 0.96
C 1.63 -0.47 0.83
C 2.77 0.11 1.16
C 0.70 1.24 -0.65
N 0.58 0.35 0.26
H 0.37 -2.01 1.64
H 2.02 -2.54 1.26
H 0.84 -2.24 0.00
H 2.96 1.14 0.91
H 3.60 -0.48 1.52
H -0.14 1.82 -1.00
H 1.66 1.61 -0.96
H -0.40 0.10 0.53
H 1.67 0.19 -3.23
H 0.36 0.85 -3.52
O 0.73 0.14 -2.97
H -4.56 1.16 -0.95
H -4.81 0.05 0.05
O -4.34 0.89 -0.06
H -2.76 0.32 0.83
H -2.12 -0.22 2.16
O -1.96 -0.08 1.22
*
```

Entry two
A cluster of 4 separate species, C4H14NO3 in total, computed with ωB97M-V/def2-TZVPD.

Calculated values
Lowest unoccupied orbital energy   -0.320 hartree

ORCA input file:
```
! RIJCOSX wB97M-V def2-TZVPD def2/J DEFGRID3
* xyz 1 1
C -2.58 -0.89 0.83
C -1.64 0.01 -0.10
C -0.60 1.05 0.39
C -0.24 -0.51 0.24
O 0.47 -0.95 -0.77
N 0.61 1.86 -2.54
H -2.32 -0.93 1.87
H -2.49 -2.01 0.71
H -3.60 -0.62 0.59
H -2.09 0.20 -1.06
H -0.06 1.63 -0.36
H -0.85 1.43 1.37
H -0.12 -0.88 1.38
H 1.44 2.08 -2.00
H 0.87 2.13 -3.51
H 0.49 0.83 -2.55
H 1.87 -0.41 1.53
H 2.12 0.64 2.59
O 1.48 0.43 1.95
H 1.69 -1.41 -0.45
H 3.01 -2.18 -0.32
O 2.55 -1.52 0.22
*
```

Short version: entry one is the most stable of them.

Entry one
The molecule C2H6P2, computed with ωB97M-V/def2-TZVPD.

Calculated values
Lowest unoccupied orbital energy   0.028 hartree

ORCA input file:
```
! RIJCOSX wB97M-V def2-TZVPD def2/J DEFGRID3
* xyz 0 1
C 0.69 0.94 0.48
C -0.65 0.62 0.71
P 2.00 -0.52 -0.22
P -1.65 -0.69 0.19
H 1.43 -1.71 0.35
H 1.08 1.95 0.43
H -1.34 1.44 0.55
H 1.13 -0.66 -1.31
H -0.66 -1.49 -0.35
H -2.04 0.11 -0.83
*
```

Entry two
The molecule C2H6P2, computed with ωB97M-V/def2-TZVPD.

Calculated values
Lowest unoccupied orbital energy   0.036 hartree

ORCA input file:
```
! RIJCOSX wB97M-V def2-TZVPD def2/J DEFGRID3
* xyz 0 1
C -0.39 -0.71 0.18
C 0.97 -0.81 0.15
P -2.02 0.42 0.19
P 1.99 0.66 -0.07
H -1.64 1.44 -0.73
H -0.93 -1.65 0.45
H 1.25 -1.77 0.02
H -2.33 -0.25 -1.03
H 2.17 1.12 1.14
H 0.93 1.56 -0.30
*
```

Entry three
The molecule C2H6P2, computed with ωB97M-V/def2-TZVPD.

Calculated values
Lowest unoccupied orbital energy (spin up / spin down)   -0.068 / -0.052 hartree

ORCA input file:
```
! RIJCOSX wB97M-V def2-TZVPD def2/J DEFGRID3
* xyz 0 1
C 0.14 0.13 -0.91
C 1.45 0.41 -0.35
P -3.01 0.39 0.13
P -1.24 -0.70 -0.28
H 2.26 -0.20 -1.04
H 1.81 -0.14 0.58
H 1.72 1.50 -0.46
H -2.13 1.29 0.66
H -1.20 -1.93 0.73
H -1.46 -1.53 -1.42
*
```

Entry four
A cluster of 2 separate species, C2H6P2 in total, computed with ωB97M-V/def2-TZVPD.

Calculated values
Lowest unoccupied orbital energy (spin up / spin down)   -0.042 / -0.042 hartree

ORCA input file:
```
! RIJCOSX wB97M-V def2-TZVPD def2/J DEFGRID3
* xyz 0 1
C 0.66 0.38 0.23
C 0.58 0.82 -1.01
P 0.07 -1.02 2.43
P -0.79 0.21 -2.07
H -0.82 0.04 3.01
H 1.37 0.98 0.82
H 1.08 1.70 -1.45
H -1.01 -1.76 2.14
H -1.12 -0.74 -1.15
H -0.03 -0.61 -2.96
*
```

Short version: entry two is the most stable of them.

Entry one
A cluster of 2 separate species, C10H17N in total, computed with ωB97M-V/def2-TZVPD.

Calculated values
Lowest unoccupied orbital energy   0.032 hartree

ORCA input file:
```
! RIJCOSX wB97M-V def2-TZVPD def2/J DEFGRID3
* xyz 0 1
C -0.44 1.57 2.62
C 0.68 1.10 3.23
C 0.96 -0.26 3.11
C 0.19 -1.18 2.52
C -0.84 -0.57 1.82
C 2.45 0.39 -2.25
C 0.96 -0.01 -2.54
C 0.00 -0.18 -1.41
C -1.45 -0.52 -1.81
C -2.47 -0.31 -0.59
H -0.94 2.54 2.56
H 1.60 1.84 3.35
H 2.00 -0.49 3.47
H 0.63 -2.12 2.67
H -1.41 -1.18 1.18
H 2.46 1.42 -1.75
H 2.67 -0.39 -1.49
H 3.19 0.54 -3.02
H 0.98 -0.95 -2.96
H 0.56 0.76 -3.27
H 0.38 -1.03 -0.77
H 0.01 0.70 -0.75
H -1.40 -1.52 -2.14
H -1.65 0.14 -2.66
H -2.26 0.57 0.04
H -3.47 -0.36 -0.97
H -2.20 -1.24 0.02
N -1.21 0.72 1.80
*
```

Entry two
The molecule C10H17N, computed with ωB97M-V/def2-TZVPD.

Calculated values
Lowest unoccupied orbital energy   0.038 hartree

ORCA input file:
```
! RIJCOSX wB97M-V def2-TZVPD def2/J DEFGRID3
* xyz 0 1
C -2.44 0.59 -1.41
C -0.42 0.91 0.04
C -0.61 -0.09 1.19
C 0.11 -1.40 0.95
C -0.58 -2.23 -0.17
C 0.71 1.86 0.06
C 1.90 1.42 0.79
C 1.87 0.13 -0.12
C 0.68 0.70 -0.83
C 1.62 -1.18 0.65
H -1.93 0.31 -2.37
H -3.27 1.19 -1.74
H -2.75 -0.37 -0.88
H -1.52 2.35 -0.88
H -1.71 -0.20 1.24
H -0.36 0.41 2.15
H 0.05 -2.00 1.96
H -0.20 -3.25 -0.26
H -1.67 -2.38 -0.10
H 0.49 2.92 -0.18
H 1.74 1.22 1.87
H 2.81 2.04 0.68
H 2.77 0.00 -0.74
H 0.48 0.54 -1.89
H -0.42 -1.76 -1.14
H 2.09 -1.97 0.05
H 2.23 -1.17 1.61
N -1.66 1.42 -0.51
*
```

Short version: entry two is the most stable of them.

Entry one
The molecule C3H8N4O, computed with ωB97M-V/def2-TZVPD.

Calculated values
Lowest unoccupied orbital energy   0.023 hartree

ORCA input file:
```
! RIJCOSX wB97M-V def2-TZVPD def2/J DEFGRID3
* xyz 0 1
C 0.27 -0.45 0.37
C 0.29 0.37 -0.78
N 0.65 -1.82 0.12
N 0.43 -0.17 -2.01
N 0.17 1.71 -0.62
C -0.85 -0.15 1.49
O -1.91 0.74 1.36
N 0.43 0.20 1.65
H -1.55 1.64 1.37
H -0.12 -2.46 0.30
H 1.39 -2.08 0.76
H 0.81 0.38 -2.76
H 0.65 -1.16 -1.98
H 0.33 2.00 0.33
H 0.30 2.33 -1.41
H -1.29 -1.11 1.81
*
```

Entry two
A structure of composition C3H8N4O, computed with ωB97M-V/def2-TZVPD.

Calculated values
Lowest unoccupied orbital energy   0.011 hartree

ORCA input file:
```
! RIJCOSX wB97M-V def2-TZVPD def2/J DEFGRID3
* xyz 0 1
C 2.16 -1.14 0.27
C 0.07 0.02 -0.05
C -1.94 -1.02 -0.07
H 3.11 -0.84 -0.55
H 2.48 -1.01 1.58
H 1.45 -2.07 -0.17
H 2.00 0.96 -0.70
H -1.43 1.19 0.18
H 0.17 3.22 -0.31
H -2.32 -1.99 -0.27
H -3.63 -0.05 0.27
N 1.39 0.05 -0.17
N -0.54 1.26 -0.31
N -0.66 -1.03 -0.19
N -2.58 0.10 0.28
O 0.29 2.34 0.23
*
```

Short version: entry one is the most stable of them.

Entry one
A cluster of 2 separate species, H3O2PS in total, computed with ωB97M-V/def2-TZVPD.

Calculated values
Lowest unoccupied orbital energy (spin up / spin down)   -0.054 / -0.012 hartree

ORCA input file:
```
! RIJCOSX wB97M-V def2-TZVPD def2/J DEFGRID3
* xyz 0 1
O 2.15 0.51 0.21
O -1.12 0.33 0.20
P 1.34 -0.81 -0.31
S -2.51 -0.21 0.00
H 1.58 1.29 0.11
H 1.26 -1.33 0.98
H -2.70 0.21 -1.19
*
```

Entry two
The molecule H3O2PS, computed with ωB97M-V/def2-TZVPD.

Calculated values
Lowest unoccupied orbital energy   0.026 hartree

ORCA input file:
```
! RIJCOSX wB97M-V def2-TZVPD def2/J DEFGRID3
* xyz 0 1
O -1.14 -0.95 0.61
O -0.74 0.67 -1.28
P -0.31 0.54 0.24
S 1.79 -0.12 0.11
H -1.19 -1.17 1.63
H -0.49 0.01 -1.87
H 2.07 1.03 0.55
*
```

Short version: entry two is the most stable of them.